(1)
This record from the OMol25 dataset describes the molecule C6H13P in a non-equilibrium geometry. The level of theory is the ωB97M-V functional and the def2-TZVPD basis.

Calculated values
Kohn-Sham gap (spin up / spin down): 8.251 / 7.353 eV
charge: 0
HOMO level (spin up / spin down): -7.317 / -6.897 eV

Structure (XYZ):
```
20
Properties=species:S:1:pos:R:3:mulliken_charge:R:1
C 0.035 -0.637 0.519 0.485
C -1.244 -0.764 -0.409 -0.655
C 0.634 0.630 0.010 0.393
C 0.887 -1.960 0.491 -1.657
C 0.208 1.975 0.437 -1.300
C 1.363 0.682 -1.244 -1.236
P -2.708 0.049 0.238 -0.108
H -0.238 -0.370 1.577 0.401
H -1.119 -0.802 -1.438 0.506
H 0.340 -2.683 1.033 0.465
H 1.884 -1.729 0.996 0.341
H 1.068 -2.265 -0.450 0.368
H 0.129 2.629 -0.389 0.431
H 0.943 2.329 1.217 0.256
H -0.867 1.955 0.733 0.301
H 0.858 1.452 -1.933 0.293
H 1.534 -0.257 -1.792 0.327
H 2.323 1.217 -0.917 0.318
H -2.402 -0.521 1.470 0.027
H -3.626 -0.932 -0.149 0.044
```

***

(2)
This record from the OMol25 dataset describes the molecule C6H14 in a non-equilibrium geometry. The level of theory is the ωB97M-V functional and the def2-TZVPD basis.

Calculated values
Kohn-Sham gap: 11.492 eV
charge: 0
HOMO level: -10.242 eV
SMILES string: CCCCCC

Structure (XYZ):
```
20
Properties=species:S:1:pos:R:3:mulliken_charge:R:1
C 2.566 1.178 -1.288 -1.133
C 1.763 0.668 -0.038 -0.579
C 0.554 0.034 -0.607 -0.598
C -0.471 -0.116 0.484 -0.708
C -1.706 -0.855 0.009 -0.390
C -2.689 -0.922 1.197 -1.090
H 2.879 0.254 -1.877 0.281
H 3.464 1.697 -0.884 0.353
H 1.993 1.934 -1.820 0.342
H 2.286 -0.124 0.456 0.320
H 1.538 1.477 0.641 0.413
H 0.819 -0.871 -1.146 0.359
H 0.029 0.791 -1.185 0.262
H -0.702 0.833 0.995 0.374
H 0.037 -0.762 1.250 0.275
H -1.350 -1.842 -0.367 0.274
H -2.171 -0.429 -0.912 0.340
H -2.348 -1.515 2.053 0.296
H -3.643 -1.448 0.885 0.330
H -2.862 0.156 1.515 0.278
```

***

(3)
This record from the OMol25 dataset describes a cluster of 2 separate species, C6H14BF4N2O2P2 in total in a non-equilibrium geometry. The level of theory is the ωB97M-V functional and the def2-TZVPD basis.

Calculated values
Kohn-Sham gap: 8.157 eV
charge: -1
HOMO level: -5.739 eV

Structure (XYZ):
```
31
Properties=species:S:1:pos:R:3:mulliken_charge:R:1
C -1.182 -0.113 1.773 -1.106
P -0.658 -0.875 0.163 0.058
C 0.419 -2.285 0.701 -1.198
C 0.526 0.411 -0.551 0.254
O -0.113 1.219 -1.600 -0.348
C -0.614 2.383 -1.138 0.351
O -1.466 2.400 -0.346 -0.433
C -0.078 3.682 -1.677 -0.486
C 1.318 4.029 -1.221 -0.103
N 1.827 3.785 -0.113 -0.648
P 2.056 -0.338 -1.257 0.444
N 3.230 -0.304 -0.200 -0.787
H -0.452 0.654 2.026 0.393
H -1.143 -0.864 2.551 0.415
H -2.153 0.333 1.679 0.272
H 1.313 -1.876 1.176 0.473
H 0.718 -2.911 -0.124 0.297
H -0.106 -2.842 1.459 0.375
H 0.793 1.095 0.244 0.019
H -0.068 3.614 -2.763 0.333
H -0.782 4.462 -1.421 0.334
H 1.924 4.578 -1.931 0.404
H 1.142 3.294 0.471 0.308
H 2.447 0.412 -2.391 0.015
H 1.797 -1.656 -1.691 0.060
H 2.921 0.108 0.670 0.267
B -2.728 -4.483 1.100 0.562
F -1.903 -5.125 2.048 -0.412
F -2.255 -4.759 -0.197 -0.421
F -4.050 -4.938 1.233 -0.382
F -2.682 -3.088 1.326 -0.311
```

***

(4)
This record from the OMol25 dataset describes a cluster of 2 separate species, C6H14BFO in total. The level of theory is the ωB97M-V functional and the def2-TZVPD basis.

Calculated values
Kohn-Sham gap: 10.223 eV
charge: 0
HOMO level: -9.440 eV
SMILES string: C1CCOC1.CCBF

Structure (XYZ):
```
23
Properties=species:S:1:pos:R:3:mulliken_charge:R:1
C -1.076 -1.731 -1.341 -0.517
C -1.359 -0.233 -1.443 -0.296
C -0.012 0.294 -1.923 -0.213
O 0.563 -0.741 -2.721 -0.423
C -0.175 -1.952 -2.549 -0.429
H -1.974 -2.347 -1.368 0.352
H -0.536 -1.952 -0.418 0.221
H -2.131 -0.043 -2.191 0.261
H -1.670 0.218 -0.503 0.165
H 0.650 0.506 -1.075 0.071
H -0.090 1.197 -2.529 0.283
H -0.766 -2.148 -3.450 0.257
H 0.533 -2.771 -2.417 0.278
C 1.898 0.756 2.283 -1.027
C 0.769 1.804 2.269 -0.356
B -0.582 1.151 2.682 0.329
F -1.576 1.028 1.802 -0.288
H 2.883 1.225 2.269 0.326
H 1.840 0.098 1.414 0.250
H 1.859 0.128 3.176 0.328
H 1.014 2.589 2.995 0.261
H 0.703 2.282 1.288 0.249
H -0.766 0.642 3.750 -0.082
```

***

(5)
This record from the OMol25 dataset describes a cluster of 2 separate species, C6H14BN4O7 in total. The level of theory is the ωB97M-V functional and the def2-TZVPD basis.

Calculated values
Kohn-Sham gap: 8.881 eV
charge: +1
HOMO level: -12.534 eV

Structure (XYZ):
```
32
Properties=species:S:1:pos:R:3:mulliken_charge:R:1
O -0.826 0.388 -0.805 -0.294
B -0.216 1.483 -0.290 0.454
O 0.747 1.413 0.654 -0.430
O -0.642 2.767 -0.742 -0.332
N 0.388 3.582 -1.124 -0.117
C 0.664 3.695 -2.414 0.525
N 0.063 3.007 -3.397 -0.443
C 0.628 3.424 -4.511 -0.060
N 1.553 4.341 -4.272 0.310
O 2.369 5.022 -5.099 -0.427
N 1.605 4.522 -2.916 -0.118
H -1.002 0.460 -1.749 0.301
H 0.653 0.639 1.223 0.320
H 0.899 4.098 -0.425 0.217
H 0.412 3.084 -5.509 0.476
H 1.898 5.829 -5.368 0.396
H 2.212 5.174 -2.446 0.227
C -1.341 -5.083 4.291 -1.094
C -1.286 -3.574 4.364 -0.180
O -0.290 -3.029 3.477 -0.362
C -0.630 -2.983 2.196 0.779
O -1.683 -3.309 1.717 -0.545
O 0.410 -2.491 1.509 -0.371
C 0.202 -2.439 0.093 -0.607
H -0.355 -5.509 4.480 0.297
H -2.036 -5.467 5.038 0.356
H -1.672 -5.417 3.309 0.315
H -0.981 -3.249 5.356 0.287
H -2.254 -3.125 4.144 0.313
H -0.711 -1.906 -0.139 0.254
H 0.168 -3.442 -0.329 0.367
H 1.056 -1.905 -0.316 0.186
```

***

(6)
This record from the OMol25 dataset describes a cluster of 2 separate species, C6H14Cl2O2 in total. The level of theory is the ωB97M-V functional and the def2-TZVPD basis.

Calculated values
Kohn-Sham gap: 10.426 eV
charge: 0
HOMO level: -9.633 eV
SMILES string: COCCOC.ClCCCl

Structure (XYZ):
```
24
Properties=species:S:1:pos:R:3:mulliken_charge:R:1
C 1.599 -1.603 -0.670 -0.642
O 0.203 -1.494 -0.800 -0.308
C -0.437 -1.356 0.436 -0.074
C -1.925 -1.199 0.253 -0.563
O -2.502 -2.431 -0.129 -0.303
C -3.904 -2.369 -0.196 -0.724
H 1.895 -2.594 -0.306 0.283
H 2.005 -0.853 0.024 0.236
H 2.047 -1.431 -1.647 0.253
H -0.070 -0.472 0.976 0.049
H -0.265 -2.235 1.076 0.283
H -2.149 -0.429 -0.499 0.342
H -2.359 -0.846 1.202 0.348
H -4.251 -3.176 -0.843 0.245
H -4.242 -1.420 -0.626 0.313
H -4.351 -2.514 0.795 0.268
Cl 1.215 2.049 1.433 -0.194
C 1.706 3.472 0.494 -0.444
C 2.964 3.141 -0.271 -0.396
Cl 3.578 4.585 -1.084 -0.196
H 1.877 4.312 1.164 0.349
H 0.886 3.726 -0.172 0.294
H 2.765 2.379 -1.022 0.256
H 3.717 2.759 0.413 0.324
```

***

(7)
This record from the OMol25 dataset describes the ion C6H14FN2 with charge +1 in a non-equilibrium geometry. The level of theory is the ωB97M-V functional and the def2-TZVPD basis.

Calculated values
Kohn-Sham gap (spin up / spin down): 8.325 / 8.326 eV
charge: +1
HOMO level (spin up / spin down): -11.580 / -11.581 eV

Structure (XYZ):
```
23
Properties=species:S:1:pos:R:3:mulliken_charge:R:1
C 0.259 -0.981 -0.530 -0.540
C 0.282 1.722 0.596 -0.944
C 1.416 -0.499 0.260 0.035
C -1.004 -0.345 -0.020 0.450
C 2.758 -1.030 0.005 -1.398
C -3.433 0.239 -0.128 -0.851
N -2.184 -0.290 -0.757 -0.191
N 1.486 1.061 0.226 -0.156
F -1.195 -0.582 1.334 -0.244
H 0.597 -0.465 -1.443 0.353
H 0.085 -2.089 -0.360 0.343
H -0.061 2.552 -0.108 0.288
H 0.200 1.709 1.658 0.366
H 1.179 -0.635 1.328 0.453
H 2.999 -1.147 -1.064 0.346
H 2.769 -2.096 0.374 0.355
H 3.468 -0.372 0.459 0.426
H -3.503 -0.053 0.839 0.340
H -3.466 1.347 -0.327 0.280
H -4.290 -0.268 -0.752 0.299
H -2.329 -0.411 -1.734 0.285
H 1.715 1.254 -0.708 0.334
H 2.251 1.380 0.854 0.370
```

***

(8)
This record from the OMol25 dataset describes a structure of composition C6H14HgO3 in a non-equilibrium geometry. The level of theory is the ωB97M-V functional and the def2-TZVPD basis.

Calculated values
2S+1: 2
Kohn-Sham gap (spin up / spin down): 7.989 / 9.054 eV
charge: +1
HOMO level (spin up / spin down): -12.049 / -13.655 eV

Structure (XYZ):
```
24
Properties=species:S:1:pos:R:3:mulliken_charge:R:1
C -2.226 -5.870 1.386 -0.204
O -1.724 -6.209 0.133 -0.706
C -1.405 -4.754 2.031 -0.480
O -0.028 -5.150 1.886 -0.470
C 0.977 -4.209 2.061 -0.518
C 2.272 -4.847 1.653 -0.373
O 2.037 -5.392 0.343 -0.397
C 3.208 -5.509 -0.462 -0.669
Hg 0.169 -6.078 0.081 1.179
H -2.226 -6.740 2.072 0.287
H -3.270 -5.511 1.331 0.341
H -1.633 -4.617 3.096 0.360
H -1.539 -3.804 1.492 0.329
H 0.959 -3.698 3.028 0.426
H 0.966 -3.015 0.917 0.239
H 2.628 -5.650 2.319 0.398
H 3.049 -4.071 1.614 0.460
H 2.901 -5.910 -1.432 0.272
H 3.663 -4.519 -0.594 0.264
H 3.906 -6.200 0.029 0.312
C 1.269 -2.247 -0.242 -0.929
H 1.123 -2.933 -1.081 0.249
H 0.647 -1.348 -0.250 0.351
H 2.344 -2.106 -0.092 0.280
```

***

(9)
This record from the OMol25 dataset describes a structure of composition C6H14MoO3Se. The level of theory is the ωB97M-V functional and the def2-TZVPD basis.

Calculated values
Kohn-Sham gap (spin up / spin down): 7.679 / 7.680 eV
charge: +4
HOMO level (spin up / spin down): -27.773 / -27.774 eV

Structure (XYZ):
```
25
Properties=species:S:1:pos:R:3:mulliken_charge:R:1
Mo 0.759 -0.301 1.098 1.522
C 3.017 -1.152 -0.494 -0.411
O 2.329 0.095 0.032 -0.449
C 2.793 1.503 -0.302 -0.286
C 1.511 2.303 -0.237 -0.283
O 0.767 1.695 0.942 -0.553
C -0.274 2.526 1.671 -0.303
C -0.422 1.814 2.988 -0.313
O -0.479 0.354 2.511 -0.320
C -0.240 -0.797 3.345 -0.369
H 2.796 -1.230 -1.558 0.351
H 4.077 -1.061 -0.239 0.344
H 2.600 -2.000 0.087 0.313
H 3.533 1.765 0.455 0.331
H 3.228 1.482 -1.305 0.411
H 1.691 3.355 -0.005 0.415
H 0.867 2.197 -1.111 0.290
H 0.131 3.534 1.794 0.417
H -1.175 2.529 1.055 0.335
H 0.431 1.901 3.663 0.375
H -1.376 2.010 3.487 0.385
H -1.185 -1.280 3.632 0.351
H 0.182 -1.626 2.629 0.482
H 0.472 -0.614 4.156 0.423
Se -0.682 -1.019 -0.331 0.543
```

***

(10)
This record from the OMol25 dataset describes the molecule C6H14N2 in a non-equilibrium geometry. The level of theory is the ωB97M-V functional and the def2-TZVPD basis.

Calculated values
Kohn-Sham gap: 8.961 eV
charge: 0
HOMO level: -8.037 eV
SMILES string: C=C[C@H](N)C(C)(C)N

Structure (XYZ):
```
22
Properties=species:S:1:pos:R:3:mulliken_charge:R:1
C 2.518 -0.544 0.365 -0.776
C 1.691 -0.239 -0.616 -0.230
C 0.216 0.864 -0.505 -0.098
N 0.443 1.954 0.331 -0.413
C -0.658 -0.211 -0.056 1.427
C -0.660 -0.636 1.398 -1.738
C -0.952 -1.335 -1.027 -1.802
N -2.210 0.736 -0.169 -0.879
H 3.524 -0.904 0.177 0.306
H 2.227 -0.431 1.402 0.213
H 2.036 -0.362 -1.641 0.317
H 0.066 1.153 -1.544 0.441
H 0.501 1.784 1.324 0.166
H 0.970 2.716 -0.067 0.209
H -0.401 0.168 2.083 0.353
H 0.009 -1.475 1.573 0.317
H -1.667 -0.957 1.655 0.447
H -1.976 -1.664 -0.862 0.481
H -0.859 -1.000 -2.059 0.342
H -0.274 -2.172 -0.870 0.406
H -2.115 1.656 0.259 0.272
H -2.430 0.897 -1.151 0.238
```

***

(11)
This record from the OMol25 dataset describes a cluster of 2 separate species, C6H14N2 in total in a non-equilibrium geometry. The level of theory is the ωB97M-V functional and the def2-TZVPD basis.

Calculated values
Kohn-Sham gap: 7.835 eV
charge: 0
HOMO level: -6.909 eV

Structure (XYZ):
```
22
Properties=species:S:1:pos:R:3:mulliken_charge:R:1
C 0.110 -0.180 -1.884 0.032
C -0.562 0.158 0.538 -0.062
C -0.604 0.830 -2.623 -0.936
C 1.642 -0.112 -2.134 -1.043
C -2.003 -0.324 0.659 -1.168
C -0.114 -0.635 3.018 -0.919
N 1.568 0.101 1.536 -0.700
N 0.169 -0.027 1.610 0.404
H -0.840 0.428 -3.596 0.366
H -0.041 1.765 -2.803 0.269
H -1.589 1.209 -2.025 0.191
H 2.176 0.802 -2.339 0.298
H 1.660 -0.777 -3.066 0.340
H 2.243 -0.838 -1.411 0.396
H -2.261 -0.940 -0.180 0.324
H -2.448 -0.775 1.512 0.438
H -2.549 0.628 0.612 0.303
H -0.084 -1.744 3.065 0.287
H 0.730 -0.304 3.630 0.354
H -0.895 -0.126 3.604 0.365
H 1.783 -0.146 0.540 0.225
H 1.909 1.009 1.737 0.236
```

***

(12)
This record from the OMol25 dataset describes a cluster of 2 separate species, C6H14N2 in total in a non-equilibrium geometry. The level of theory is the ωB97M-V functional and the def2-TZVPD basis.

Calculated values
Kohn-Sham gap: 9.457 eV
charge: 0
HOMO level: -8.792 eV
SMILES string: C=CC=C.CNCN

Structure (XYZ):
```
22
Properties=species:S:1:pos:R:3:mulliken_charge:R:1
C 2.514 -1.504 1.050 -0.906
C 1.842 -0.348 1.277 0.165
C 2.317 0.860 0.670 -0.069
C 2.020 2.144 1.125 -0.827
H 3.408 -1.444 0.419 0.211
H 2.297 -2.502 1.443 0.291
H 0.950 -0.356 1.901 0.356
H 3.033 0.812 -0.161 0.241
H 2.479 2.977 0.632 0.267
H 1.382 2.283 1.969 0.280
C -1.666 -0.130 0.730 -0.699
N -1.637 -0.969 -0.476 -0.419
C -1.595 -0.299 -1.805 -0.477
N -2.838 0.281 -2.235 -0.577
H -1.606 -0.819 1.595 0.292
H -0.830 0.565 0.826 0.124
H -2.617 0.479 0.779 0.313
H -0.783 -1.490 -0.421 0.243
H -1.431 -1.101 -2.520 0.399
H -0.803 0.487 -1.828 0.321
H -3.583 -0.441 -2.331 0.260
H -3.171 1.025 -1.598 0.210
```

***

Number 1: energy -15717.253 eV. Number 2: energy -6448.477 eV. Number 3: energy -43654.477 eV. Number 4: energy -11891.168 eV. Number 5: energy -27411.625 eV. Number 6: energy -35587.864 eV. Number 7: energy -12136.700 eV. Number 8: energy -16752.996 eV. Number 9: energy -79737.219 eV. Number 10: energy -9426.349 eV. Number 11: energy -9421.655 eV. Number 12: energy -9427.167 eV.